1.
A 5-piece molecular cluster, C46H99FI2N3O13S overall. Source: the OMol25 dataset; level of theory: the ωB97M-V functional and the def2-TZVPD basis.

For the calculated total energy, the calculation gives -4047.28482 hartree. The orbital gap comes out at 6.70 eV.

```
! RIJCOSX wB97M-V def2-TZVPD def2/J DEFGRID3
* xyz 1 1
C -1.7369 2.0724 -2.4282
C -1.9351 3.2726 -3.3646
O -2.1796 4.5039 -2.6938
C -1.0895 5.3453 -2.5809
C -0.1366 4.8304 -1.4711
N 0.8579 5.8951 -1.1188
F 0.2957 6.5604 0.0000
S 2.4169 5.3082 -0.5086
C 1.0058 6.9498 -2.1736
C 1.7251 6.5046 -3.4681
C 2.0434 5.0261 -3.7629
C 2.4999 4.8888 -5.2309
N 1.3683 4.4645 -6.0679
C -0.4004 7.6248 -2.3312
C -0.3355 8.6303 -3.5295
I -1.5694 7.9981 -5.1736
C -0.6958 10.0607 -3.1207
C -2.0556 10.2698 -2.4781
I 0.8996 10.8698 -1.9346
N -1.5101 6.6944 -2.3240
C -2.4999 6.8243 -1.2348
C -3.8734 7.3402 -1.6913
C -4.9945 6.2983 -1.8180
C -4.9692 5.5225 -3.1633
C -5.1102 5.3693 -0.6120
C -6.5274 4.7363 -0.4971
C -6.5869 3.2322 -0.4719
C -7.1335 2.4206 -1.3933
C -7.5988 1.0326 -0.9972
C -7.2995 2.7582 -2.8580
H -2.6929 1.5940 -2.2400
H -1.0872 1.3615 -2.9381
H -1.2451 2.3672 -1.5040
H -1.1065 3.3432 -4.0757
H -2.8240 3.0837 -3.9656
H -0.5672 5.3630 -3.5443
H 0.3944 3.9487 -1.8193
H -0.7027 4.5693 -0.5816
H 1.9633 4.1025 -0.1239
H 1.6076 7.7260 -1.6981
H 2.6896 7.0128 -3.4946
H 1.1959 6.8707 -4.3454
H 2.8622 4.6599 -3.1479
H 1.1944 4.3580 -3.6515
H 2.8771 5.8670 -5.5520
H 3.3279 4.1896 -5.2942
H 1.7143 4.1270 -6.9582
H 0.8204 5.2857 -6.3025
H -0.4980 8.2889 -1.4736
H 0.6686 8.6908 -3.9335
H -0.6875 10.6344 -4.0459
H -2.8600 10.0977 -3.1886
H -2.1220 11.3037 -2.1418
H -2.1853 9.6621 -1.5837
H -2.6062 5.8556 -0.7460
H -2.1381 7.4923 -0.4502
H -3.8029 7.8845 -2.6329
H -4.2058 8.0780 -0.9551
H -5.9276 6.8691 -1.8356
H -4.1393 5.8882 -3.7652
H -4.7432 4.4776 -2.9505
H -5.9139 5.5956 -3.6914
H -4.3802 4.5598 -0.6625
H -4.9521 5.9388 0.3070
H -6.9926 5.0698 0.4305
H -7.1764 5.0791 -1.3046
H -6.1931 2.7496 0.4219
H -8.5520 0.8174 -1.4768
H -7.6786 0.9611 0.0824
H -6.8966 0.2695 -1.3508
H -6.3348 2.9346 -3.3274
H -7.9740 3.5971 -3.0395
H -7.7461 1.9074 -3.3737
C 5.5486 4.1101 1.0582
O 5.3835 3.3327 2.2091
C 4.3188 3.8087 3.0150
C 3.9245 2.7846 4.0540
O 3.0669 1.7712 3.5524
C 3.6852 0.7507 2.7758
C 4.4486 -0.2592 3.6007
O 5.7284 0.2488 3.9283
C 6.3397 -0.5024 4.9581
H 5.7418 5.1611 1.3049
H 6.3905 3.7154 0.4942
H 4.6420 4.0411 0.4334
H 3.4449 4.0343 2.3846
H 4.6440 4.7312 3.5148
H 3.3400 3.2999 4.8187
H 4.8061 2.3585 4.5359
H 4.3232 1.1764 1.9978
H 2.8603 0.2286 2.2865
H 4.5719 -1.1835 3.0192
H 3.8846 -0.4878 4.5129
H 5.7562 -0.4392 5.8828
H 7.3270 -0.0815 5.1361
H 6.4440 -1.5529 4.6691
C 5.3035 -5.4868 10.0554
O 4.4947 -5.2101 8.9345
C 4.3721 -3.8202 8.6998
C 3.7847 -3.5636 7.3304
O 4.7359 -3.6390 6.2770
C 5.1378 -4.9463 5.8877
C 4.1099 -5.6747 5.0517
O 3.1151 -6.2491 5.8778
C 1.9815 -6.6477 5.1396
H 4.8947 -5.0252 10.9617
H 5.3250 -6.5661 10.1891
H 6.3279 -5.1301 9.8970
H 5.3548 -3.3367 8.7707
H 3.7078 -3.3906 9.4634
H 3.4235 -2.5326 7.3126
H 2.9325 -4.2193 7.1415
H 5.4328 -5.5428 6.7527
H 6.0243 -4.7965 5.2674
H 4.6065 -6.4774 4.4884
H 3.6531 -4.9720 4.3427
H 1.4989 -5.7790 4.6749
H 1.2751 -7.1065 5.8288
H 2.2507 -7.3796 4.3700
C -3.2250 -0.4624 -5.0271
O -2.2442 -1.1871 -5.7269
C -0.9373 -0.7483 -5.4102
C 0.0978 -1.7328 -5.9069
O 0.2865 -2.8411 -5.0439
C -0.7115 -3.8539 -5.0914
C -0.6053 -4.7519 -6.3023
O -1.2020 -4.1340 -7.4288
C -0.8441 -4.7747 -8.6334
H -3.1559 0.6101 -5.2561
H -4.2002 -0.8275 -5.3410
H -3.1222 -0.6149 -3.9452
H -0.8323 -0.6333 -4.3226
H -0.7690 0.2274 -5.8926
H 1.0616 -1.2189 -5.9234
H -0.1284 -2.0538 -6.9257
H -1.7129 -3.4269 -5.0098
H -0.5352 -4.4664 -4.2054
H -1.1297 -5.6957 -6.0983
H 0.4510 -4.9676 -6.5041
H 0.2359 -4.7058 -8.8076
H -1.3630 -4.2681 -9.4442
H -1.1432 -5.8287 -8.6250
C -1.1772 -11.6090 6.7544
O -1.2709 -11.2863 5.3856
C -1.0208 -9.9139 5.1470
C -0.7995 -9.6656 3.6705
O 0.5236 -9.9685 3.2427
C 0.8217 -11.3525 3.1051
C 0.2371 -11.9807 1.8601
O -1.1235 -12.3188 2.0630
C -1.7847 -12.5970 0.8507
H -1.8914 -11.0262 7.3480
H -1.4104 -12.6661 6.8615
H -0.1629 -11.4311 7.1303
H -0.1348 -9.5887 5.7072
H -1.8925 -9.3368 5.4884
H -0.9221 -8.5958 3.4868
H -1.5371 -10.1946 3.0643
H 0.5328 -11.9099 3.9974
H 1.9093 -11.3993 3.0197
H 0.7950 -12.8976 1.6236
H 0.3308 -11.2800 1.0209
H -1.8037 -11.7126 0.2027
H -2.8083 -12.8783 1.0891
H -1.3042 -13.4259 0.3181
*
```

---

2.
A 2-piece molecular cluster, C2H9OPSi overall. Source: the OMol25 dataset; level of theory: the ωB97M-V functional and the def2-TZVPD basis.

For the energy relative to the best compared isomer or geometry (same formula, charge and spin), the calculation gives 69.0 kcal/mol. For the calculated total energy, the calculation gives -787.60439 hartree. The orbital gap comes out at 9.05 eV.

```
! RIJCOSX wB97M-V def2-TZVPD def2/J DEFGRID3
* xyz 0 1
C -0.4474 -1.0641 -1.2524
C 1.1551 1.5261 -0.4728
O 1.5394 -0.9772 1.3850
Si -0.1709 0.3015 0.1038
P -1.6443 0.8857 1.6165
H -1.0161 -1.8993 -0.8908
H -0.9660 -0.6772 -2.0825
H 0.5637 -1.5314 -1.3434
H 0.6977 1.6158 -1.4550
H 1.2426 2.3959 0.0392
H 2.0477 0.9516 -0.5541
H 0.9656 -1.6434 1.7861
H -1.3319 -0.2629 2.2417
H -2.6351 0.3789 0.8787
*
```

---

3.
A 2-piece molecular cluster, C4H10NO3S overall. Source: the OMol25 dataset; level of theory: the ωB97M-V functional and the def2-TZVPD basis.

For the energy relative to the best compared isomer or geometry (same formula, charge and spin), the calculation gives 0.0 kcal/mol. For the calculated total energy, the calculation gives -837.15587 hartree. The orbital gap comes out at 8.13 eV.

```
! RIJCOSX wB97M-V def2-TZVPD def2/J DEFGRID3
* xyz -1 1
O 1.7984 -0.0067 -1.4302
C 0.9224 -0.8974 -1.4606
O 0.7442 -1.7427 -2.3493
C -0.0328 -0.9091 -0.2230
C -1.1142 0.1536 -0.4226
C -1.8710 0.4528 0.8729
S -1.0686 1.7373 1.9132
N -0.7189 -2.2628 -0.1468
H 0.4616 -0.7587 0.7177
H -1.8440 -0.2275 -1.1799
H -0.6445 1.0568 -0.7999
H -2.8815 0.8154 0.6175
H -1.9590 -0.4552 1.4493
H 0.2418 1.6011 1.5544
H -1.0006 -2.5672 -1.0701
H -0.0110 -2.8960 0.1053
H 1.9518 0.8247 -0.0871
H 3.0007 1.3418 0.7864
O 2.1307 1.3129 0.7448
*
```

---

4.
C9H18Cl2NaO17 as an isolated structure. Source: the OMol25 dataset; level of theory: the ωB97M-V functional and the def2-TZVPD basis.

For the energy relative to the best compared isomer or geometry (same formula, charge and spin), the calculation gives 20.2 kcal/mol. For the calculated total energy, the calculation gives -2715.09669 hartree. The orbital gap comes out at 7.72 eV.

```
! RIJCOSX wB97M-V def2-TZVPD def2/J DEFGRID3
* xyz -1 1
Na -0.1380 -19.4060 1.5258
Cl -1.9254 -16.1181 1.5792
O -2.1595 -14.9222 0.8278
O -1.2961 -15.8736 2.8622
O -3.0779 -16.9230 1.8999
O -1.0345 -16.8979 0.7373
Cl 2.2127 -18.2062 4.0568
O 2.4727 -18.1004 2.6889
O 0.9137 -18.8320 4.0405
O 3.1392 -19.0479 4.6964
O 2.2601 -16.8525 4.5497
C -2.1286 -21.3899 -1.6472
O -2.1551 -22.2400 -0.5414
C -2.3286 -21.7928 0.7020
O -2.2172 -20.6387 1.1294
O -2.5201 -22.8568 1.4741
C -2.7199 -22.5498 2.8614
H -1.1307 -21.3742 -2.0854
H -2.5497 -20.4374 -1.3254
H -2.7349 -21.8385 -2.4342
H -1.8310 -22.0582 3.2567
H -2.9137 -23.3713 3.5510
H -3.5564 -21.8532 2.9191
C 2.2782 -17.4885 -1.2903
O 1.8934 -18.4127 -2.2606
C 1.1035 -19.4031 -1.8079
O 0.7131 -19.5419 -0.6278
O 0.7824 -20.3105 -2.8316
C 1.3739 -20.2301 -4.0849
H 1.4375 -17.1279 -0.6976
H 2.6179 -16.5867 -1.7997
H 3.0790 -17.7879 -0.6141
H 0.8456 -20.8559 -4.8041
H 2.4548 -20.3548 -4.1498
H 1.2732 -19.2366 -4.5220
C 3.8258 -20.8070 0.3521
O 3.2252 -22.0074 -0.0825
C 2.0032 -22.3560 0.3529
O 1.2958 -21.7842 1.1568
O 1.7792 -23.5685 -0.0319
C 0.4898 -24.1214 0.1583
H 4.8451 -20.9172 0.7224
H 3.3516 -20.4602 1.2703
H 3.7101 -20.0505 -0.4239
H 0.4028 -25.1858 -0.0598
H -0.2723 -23.5617 -0.3839
H 0.3193 -24.1623 1.2341
*
```

---

5.
A 3-piece molecular cluster, C3H12O3 overall. Source: the OMol25 dataset; level of theory: the ωB97M-V functional and the def2-TZVPD basis.

For the energy relative to the best compared isomer or geometry (same formula, charge and spin), the calculation gives 5.2 kcal/mol. For the calculated total energy, the calculation gives -347.20030 hartree. The orbital gap comes out at 11.32 eV. Its structure (SMILES) is CC(C)O.O.O.

```
! RIJCOSX wB97M-V def2-TZVPD def2/J DEFGRID3
* xyz 0 1
C 0.6097 0.8961 0.5222
C -0.4715 -0.1880 0.4778
C -0.2255 -1.3400 -0.4755
O -1.7300 0.4465 0.0251
H 0.6227 1.4341 1.4656
H 0.3917 1.5978 -0.2740
H 1.5749 0.4608 0.2625
H -0.7376 -0.5440 1.4650
H -0.4106 -2.2953 0.0132
H 0.7751 -1.3739 -0.8955
H -0.8789 -1.2641 -1.3424
H -2.2199 0.7664 0.7906
O 2.8488 -2.1165 0.9998
H 2.4637 -1.3191 0.6279
H 3.5224 -1.8367 1.6250
O -1.7637 2.4722 -1.8945
H -2.7015 2.4895 -2.1094
H -1.6700 1.7143 -1.2833
*
```

---

6.
C27H33CuFN2O2S2 as an isolated structure. Source: the OMol25 dataset; level of theory: the ωB97M-V functional and the def2-TZVPD basis.

For the energy relative to the best compared isomer or geometry (same formula, charge and spin), the calculation gives 0.0 kcal/mol. For the calculated total energy, the calculation gives -3845.38818 hartree. The orbital gap comes out at 6.17 eV.

```
! RIJCOSX wB97M-V def2-TZVPD def2/J DEFGRID3
* xyz -1 1
Cu 0.8996 1.4956 -0.0479
O 0.9988 2.5167 1.7977
N 2.0681 2.3168 2.5238
C 1.9380 2.4454 3.8648
C 2.9879 2.2648 4.7236
C 4.2341 1.9330 4.1871
C 4.3568 1.7943 2.8270
C 3.2721 1.9777 1.9418
S 3.3879 1.8144 0.2473
H 0.9361 2.6966 4.1782
H 2.8288 2.3779 5.7871
H 5.0900 1.7802 4.8327
H 5.3002 1.5268 2.3710
C -1.8506 -1.4218 -3.3991
C -2.3074 -1.0769 -1.9776
C -3.8177 -1.3180 -1.8638
C -1.5149 -1.8563 -0.9370
C -1.5229 -3.2440 -1.0365
C -0.8339 -4.0348 -0.1327
C -0.1358 -3.4122 0.8869
C -0.0955 -2.0231 1.0286
C 0.7082 -1.4915 2.2115
C 0.0238 -0.3801 3.0083
C 2.1178 -1.0835 1.7822
C -0.7781 -1.2116 0.0975
N -0.7414 0.1993 0.1684
C -1.8706 0.7704 0.6850
C -2.8641 0.0798 1.4282
C -3.9826 0.7055 1.9632
C -4.1920 2.0668 1.7981
C -3.2396 2.7856 1.0778
C -2.1409 2.1504 0.5531
F -1.2646 2.9064 -0.1595
H -2.2567 -0.7036 -4.1179
H -2.1944 -2.4178 -3.6961
H -0.7626 -1.4161 -3.4764
H -2.1168 -0.0210 -1.8081
H -4.0467 -2.3834 -1.9727
H -4.3485 -0.7771 -2.6540
H -4.2011 -0.9788 -0.9032
H -2.0887 -3.7158 -1.8338
H -0.8473 -5.1151 -0.2156
H 0.3983 -4.0184 1.6123
H 0.8152 -2.3453 2.8859
H 0.0277 0.5677 2.4646
H 0.5493 -0.2378 3.9587
H -1.0138 -0.6410 3.2301
H 2.0836 -0.2782 1.0478
H 2.6398 -1.9294 1.3271
H 2.7068 -0.7339 2.6373
H -2.7294 -0.9838 1.5854
H -4.6977 0.1128 2.5237
H -5.0598 2.5611 2.2157
H -3.3390 3.8515 0.9095
O 1.1600 2.4165 -2.0427
S 0.5370 1.1701 -2.6272
C 0.8666 1.3199 -4.4329
C 1.5540 0.0459 -4.9044
C 2.5205 -0.3262 -3.7810
C 1.7298 -0.2172 -2.4799
H 1.5314 2.1855 -4.4897
H -0.0690 1.5453 -4.9450
H 2.0616 0.1886 -5.8606
H 0.8198 -0.7501 -5.0413
H 3.3499 0.3853 -3.7609
H 2.9417 -1.3243 -3.9102
H 2.3410 0.0239 -1.6083
H 1.1418 -1.1106 -2.2534
*
```

---

7.
One molecule with the formula C19H20BNO5. Source: the OMol25 dataset; level of theory: the ωB97M-V functional and the def2-TZVPD basis.

For the energy relative to the best compared isomer or geometry (same formula, charge and spin), the calculation gives 35.2 kcal/mol. For the calculated total energy, the calculation gives -1191.88418 hartree. The orbital gap comes out at 8.74 eV. Its structure (SMILES) is COc1ccccc1CC(=O)N[C@@H](Cc1coc2ccccc12)B(O)O.

```
! RIJCOSX wB97M-V def2-TZVPD def2/J DEFGRID3
* xyz 0 1
C 0.1331 -3.3373 -2.6987
O 0.4079 -3.0138 -1.3429
C -0.2902 -3.7739 -0.3306
C -1.1365 -4.8527 -0.5966
C -1.6126 -5.5240 0.5410
C -1.2478 -5.2146 1.8373
C -0.4995 -4.0624 2.1033
C 0.0075 -3.3421 0.9976
C 0.9410 -2.1377 1.3058
C 0.3179 -0.7664 1.5528
O 0.4905 -0.1909 2.5942
N -0.3804 -0.1946 0.5222
C -0.8005 1.1798 0.6094
C -0.9176 1.7309 -0.7927
C 0.2139 2.4860 -1.3408
C 0.8491 2.0439 -2.4456
O 1.8766 2.8914 -2.7112
C 1.9074 3.9206 -1.7212
C 2.8236 4.9892 -1.4259
C 2.6296 5.7507 -0.2813
C 1.6477 5.3813 0.6353
C 0.8554 4.3074 0.4608
C 0.9091 3.5908 -0.7682
B -2.0977 1.2638 1.4262
O -3.0200 2.1247 0.9082
O -2.3575 0.4924 2.5286
H 0.7722 -2.6181 -3.3042
H 0.4830 -4.2938 -3.0065
H -0.8989 -3.1793 -2.9538
H -1.4595 -5.0789 -1.6003
H -2.2242 -6.3880 0.4255
H -1.5288 -5.7158 2.7442
H -0.3388 -3.7331 3.0681
H 1.5724 -2.2906 2.2025
H 1.6833 -2.0311 0.5862
H -0.5506 -0.7544 -0.3254
H -0.1041 1.7281 1.2236
H -1.2298 1.0055 -1.5243
H -1.7352 2.4753 -0.7512
H 0.6799 1.1443 -3.0174
H 3.5597 5.1650 -2.1721
H 3.1123 6.7310 -0.1383
H 1.5026 5.9477 1.4800
H 0.1981 3.9574 1.2446
H -3.7062 2.1456 1.6079
H -1.4372 0.0408 2.6437
*
```

---

8.
One molecule with the formula C6H15NO. Source: the OMol25 dataset; level of theory: the ωB97M-V functional and the def2-TZVPD basis.

For the energy relative to the best compared isomer or geometry (same formula, charge and spin), the calculation gives 63.9 kcal/mol. For the calculated total energy, the calculation gives -367.52952 hartree. The orbital gap comes out at 9.42 eV. Its structure (SMILES) is CC(C)[C@@H](N)[C@@H](C)O.

```
! RIJCOSX wB97M-V def2-TZVPD def2/J DEFGRID3
* xyz 0 1
C 2.3444 0.6705 0.2499
C 1.1081 0.4206 -0.5971
C 1.4023 -0.5497 -1.7298
C -0.1428 -0.3629 0.5001
N -0.1965 0.1401 1.8015
C -1.2542 0.1003 -0.3338
C -2.7506 -0.7123 0.3485
O -1.5002 1.4698 -0.2543
H 2.1743 1.4740 0.9655
H 3.1852 0.9832 -0.3751
H 2.6371 -0.2344 0.7855
H 0.8031 1.3772 -1.0260
H 1.6562 -1.5374 -1.3415
H 2.2440 -0.1978 -2.3315
H 0.5596 -0.6397 -2.4145
H 0.0314 -1.4415 0.4377
H -0.4259 -0.5434 2.5079
H 0.4101 0.8835 2.1116
H -1.2798 -0.2784 -1.3513
H -3.5819 -0.4854 -0.3186
H -2.5664 -1.7853 0.3817
H -2.9843 -0.3534 1.3513
H -1.8732 1.6022 0.6325
*
```

---

| no. | LUMO level (eV) | HOMO (eV) | largest force on an atom (eV/A) |
| --- | --- | --- | --- |
| 1 | -3.45 | -10.143 | 1.16 |
| 2 | 0.08 | -8.971 | 4.94 |
| 3 | 3.40 | -4.732 | 6.34 |
| 4 | 1.84 | -5.887 | 4.74 |
| 5 | 0.60 | -10.722 | 1.51 |
| 6 | 2.55 | -3.621 | 0.49 |
| 7 | 0.48 | -8.264 | 4.07 |
| 8 | 0.98 | -8.441 | 6.48 |